Formula: C31H39BiN3O
Source: OMol25
Level of theory: ωB97M-V/def2-TZVPD

```
75
Properties=species:S:1:pos:R:3:forces:R:3
Bi -0.024 -0.255 0.401 1.546 -1.624 0.817
N 0.949 -3.280 3.448 -2.084 0.053 -0.059
N -0.022 -3.177 -1.255 2.337 3.440 -1.211
C 1.356 2.255 0.538 -0.074 0.242 1.567
C 2.393 1.296 0.830 -1.342 -0.052 0.486
C 2.306 0.983 2.225 -0.791 0.679 -0.342
C 3.171 0.037 2.972 0.264 -0.293 0.341
H 4.101 -0.152 2.425 -0.032 -0.013 0.126
H 2.675 -0.933 3.128 0.062 0.188 -0.046
H 3.435 0.449 3.957 0.060 -0.097 -0.145
C 1.227 1.718 2.777 0.635 -0.709 -0.965
C 0.789 1.666 4.193 0.031 -0.073 0.522
H 1.335 2.401 4.808 -0.172 -0.085 -0.010
H 0.987 0.677 4.630 -0.115 0.184 -0.071
H -0.283 1.881 4.295 0.161 -0.032 0.043
C 0.649 2.515 1.752 0.886 -0.697 -1.587
C -0.523 3.408 1.900 -0.308 0.379 0.192
H -1.344 2.917 2.449 0.130 0.197 -0.077
H -0.917 3.719 0.924 0.048 -0.021 0.211
H -0.237 4.317 2.455 -0.299 -0.079 -0.093
C 3.462 0.873 -0.107 0.621 -0.015 -0.224
H 4.302 1.589 -0.071 -0.045 -0.199 -0.113
H 3.116 0.843 -1.152 0.086 -0.036 0.232
H 3.862 -0.114 0.161 -0.089 0.177 -0.161
C 1.091 2.873 -0.787 0.067 0.218 -0.285
H 0.028 3.131 -0.910 0.250 0.013 -0.032
H 1.351 2.191 -1.610 -0.050 0.151 0.060
H 1.692 3.790 -0.910 -0.241 -0.119 -0.198
C 0.080 -3.699 4.377 0.673 -0.792 0.001
H 0.455 -3.543 5.446 -0.601 -0.701 -1.357
C -1.178 -4.312 4.093 -0.388 0.501 -1.188
H -1.816 -4.690 4.904 0.336 0.203 -0.423
C -1.604 -4.377 2.699 0.622 0.670 2.138
H -2.553 -4.865 2.457 0.364 -0.048 -0.029
C -0.861 -3.680 1.758 0.239 -0.344 0.297
H -0.994 -3.737 0.663 -0.239 0.191 0.848
C 0.342 -3.009 2.190 -1.615 -2.788 3.380
C 0.910 -1.997 1.556 2.677 3.755 -4.366
H 1.851 -2.284 0.970 -0.770 0.926 1.014
C -0.215 -1.828 -1.377 -0.407 -2.146 -2.920
C 0.800 -3.511 -2.371 -0.263 -1.339 1.512
H 1.474 -4.390 -2.123 -1.213 0.814 -1.314
C 0.844 -2.551 -3.346 -0.804 -0.999 0.735
H 1.276 -2.697 -4.370 -0.920 0.478 1.461
N 0.097 -1.478 -2.798 0.810 -1.280 1.595
C -0.059 -0.224 -3.390 0.330 1.181 -0.671
C 1.011 0.288 -4.156 -0.062 1.177 -0.369
C 0.878 1.514 -4.872 -0.834 -0.975 0.755
H 1.701 1.873 -5.521 -0.577 -0.232 0.550
C -0.321 2.240 -4.755 -0.352 -0.333 0.427
C -0.541 3.482 -5.569 0.158 -0.042 0.163
H -1.075 4.220 -4.967 0.081 0.103 -0.213
H -1.128 3.265 -6.469 0.087 0.082 0.103
H 0.435 3.867 -5.863 -0.127 0.295 -0.145
C -1.345 1.804 -3.884 1.068 -1.305 -0.121
H -2.265 2.395 -3.740 0.540 -0.303 -0.159
C -1.229 0.542 -3.232 0.061 0.877 -0.247
C -2.362 0.064 -2.381 -1.059 0.067 0.247
H -2.542 -1.014 -2.477 0.267 0.184 0.101
H -3.290 0.559 -2.712 0.231 -0.041 0.082
H -2.267 0.298 -1.301 0.099 -0.134 -0.657
C 2.343 -0.391 -4.145 1.096 -0.290 -0.531
H 2.321 -1.398 -4.580 0.228 0.747 0.095
H 2.769 -0.515 -3.131 -0.352 0.123 -0.368
H 3.067 0.169 -4.754 -0.182 0.095 0.290
C -4.622 -0.071 1.723 -0.718 0.111 -0.330
C -3.154 -0.185 1.961 1.404 0.861 -1.340
C -2.748 -0.839 3.226 0.339 -0.125 0.293
O -2.335 0.271 1.132 -2.406 -0.850 1.675
H -5.089 -1.065 1.707 0.228 0.092 0.008
H -4.849 0.434 0.779 0.176 -0.072 0.169
H -5.114 0.467 2.543 0.211 -0.037 -0.078
H -1.657 -0.861 3.359 -0.312 -0.070 -0.090
H -3.221 -0.292 4.056 0.132 -0.217 -0.133
H -3.145 -1.864 3.221 0.205 0.157 0.132
```
Forces are in eV/Å.

Properties
net charge	-1
F_max	6.4	eV/Å
total energy	-1658.565403	a.u.
energy above the lowest of the compared OMol25 structures with the same formula, charge and spin	5.29	kcal per mole
M	678.7	g mol⁻¹
LUMO level (spin up / spin down)	0.08849 / 0.08851	hartree

Partial atomic charges computed with the Mulliken method, in multiples of e:
1 Bi 0.951
2 N -0.510
3 N -0.205
4 C 0.345
5 C 0.370
6 C 0.621
7 C -1.551
8 H 0.404
9 H 0.098
10 H 0.424
11 C 0.898
12 C -1.791
13 H 0.297
14 H 0.371
15 H 0.395
16 C 0.446
17 C -1.661
18 H 0.215
19 H 0.360
20 H 0.310
21 C -1.387
22 H 0.327
23 H 0.061
24 H 0.452
25 C -1.091
26 H 0.293
27 H -0.054
28 H 0.321
29 C -0.288
30 H 0.279
31 C -0.324
32 H 0.336
33 C -0.635
34 H 0.379
35 C -0.030
36 H 0.294
37 C 0.041
38 C -0.260
39 H 0.072
40 C -0.671
41 C -1.195
42 H 0.286
43 C -0.004
44 H 0.524
45 N 0.441
46 C -0.253
47 C 1.296
48 C -1.201
49 H 0.240
50 C 1.151
51 C -1.557
52 H 0.372
53 H 0.288
54 H 0.368
55 C -1.144
56 H 0.315
57 C 2.035
58 C -1.766
59 H 0.341
60 H 0.537
61 H 0.180
62 C -1.725
63 H 0.262
64 H 0.221
65 H 0.373
66 C -1.499
67 C 1.021
68 C -1.081
69 O -0.639
70 H 0.389
71 H 0.303
72 H 0.379
73 H 0.006
74 H 0.488
75 H 0.344